#1
DFT (the ωB97M-V functional and the def2-TZVPD basis) results for an isolated ion of composition C3H10N3 and charge +1.

```
16
C3H10N3 | the OMol25 dataset | the ωB97M-V functional and the def2-TZVPD basis
C 1.965 -0.081 -0.120
N 0.501 0.136 0.063
C 0.027 1.397 0.043
N -1.221 1.696 0.204
C -0.247 -1.227 0.099
N -1.642 -0.999 -0.135
H 2.398 -0.513 0.877
H 2.250 -0.764 -0.978
H 2.468 0.891 -0.354
H 0.793 2.061 0.122
H -1.802 0.838 0.330
H -1.513 2.611 0.065
H -0.140 -1.481 1.126
H 0.366 -1.947 -0.382
H -2.379 -1.774 0.159
H -1.823 -0.844 -1.119
```

Summary:
Total charge: +1
Highest occupied orbital energy: -14.46 eV
E_LUMO: -3.15 eV
Kohn-Sham gap: 0.416 Eh



#2
DFT (the ωB97M-V functional and the def2-TZVPD basis) results for a 2-piece molecular cluster, C3H10N3 overall.

```
16
C3H10N3 | the OMol25 dataset | the ωB97M-V functional and the def2-TZVPD basis
C -0.211 1.558 -1.386
N -1.146 1.792 -0.544
H 0.218 0.585 -1.432
H 0.156 2.314 -2.085
H -1.511 2.752 -0.710
C 0.535 -1.482 0.140
C 0.365 -0.453 1.021
N -1.011 -0.079 1.492
N 1.733 -1.839 -0.515
H -0.305 -2.217 -0.076
H 1.130 0.215 1.348
H -1.395 0.661 0.824
H -1.599 -0.941 1.469
H -0.948 0.244 2.415
H 2.448 -1.146 -0.449
H 1.540 -1.965 -1.513
```

Summary:
Total charge: +1
Highest occupied orbital energy: -13.29 eV
E_LUMO: -3.02 eV
Kohn-Sham gap: 0.378 Eh



#3
DFT (the ωB97M-V functional and the def2-TZVPD basis) results for a 2-piece molecular cluster, C3H10N3 overall.

```
16
C3H10N3 | the OMol25 dataset | the ωB97M-V functional and the def2-TZVPD basis
N 1.367 0.487 0.615
C 0.616 0.594 -0.628
N 1.581 0.894 -1.629
N -1.001 1.119 -1.165
H 1.314 1.420 0.989
H 0.426 0.042 0.881
H 1.901 1.829 -1.416
H 2.344 0.253 -1.439
H -0.806 2.099 -1.076
H -0.632 0.869 -2.071
C -1.065 -2.259 1.184
C -1.394 -0.970 1.136
H -1.078 -2.935 0.359
H -0.491 -2.607 2.029
H -1.508 -0.464 0.177
H -1.573 -0.371 2.053
```

Summary:
Total charge: +1
Highest occupied orbital energy: -13.69 eV
E_LUMO: -7.54 eV
Kohn-Sham gap: 0.226 Eh



#4
DFT (the ωB97M-V functional and the def2-TZVPD basis) results for a 2-piece molecular cluster, C3H10N3 overall.

```
16
C3H10N3 | the OMol25 dataset | the ωB97M-V functional and the def2-TZVPD basis
C 1.263 -1.689 0.939
C 0.639 -1.396 -0.181
C 1.477 0.876 -0.365
N -2.123 0.167 -0.014
N -2.690 1.274 -0.088
N 0.388 -0.131 -0.581
H 1.456 -0.944 1.695
H 1.389 -2.729 1.225
H 0.150 -2.222 -0.754
H 2.403 0.390 -0.150
H 1.505 1.417 -1.336
H 1.377 1.551 0.542
H -2.497 2.009 0.631
H -3.359 1.201 -0.866
H -0.211 0.194 -1.387
H -1.167 0.032 0.688
```

Summary:
Total charge: +1
Highest occupied orbital energy (spin up / spin down): -12.23 / -12.23 eV
E_LUMO (spin up / spin down): -6.21 / -6.21 eV
Kohn-Sham gap (spin up / spin down): 0.221 / 0.221 Eh



Referenced to the most stable arrangement, the calculated values in kcal/mol are #1 0.0; #2 16.7; #3 150.6; #4 94.2.



#1
DFT (the ωB97M-V functional and the def2-TZVPD basis) results for a 2-piece molecular cluster, C3H10N3 overall.

```
16
C3H10N3 | the OMol25 dataset | the ωB97M-V functional and the def2-TZVPD basis
C 3.116 0.461 -0.098
C 0.671 -0.218 -0.323
C 1.993 0.010 0.455
N 0.145 -1.437 0.060
N -0.968 -1.392 0.465
N -2.725 0.779 -0.032
H 3.911 0.956 0.427
H 3.153 0.515 -1.252
H -0.126 0.482 -0.039
H 0.893 -0.044 -1.426
H 1.870 -0.032 1.547
H -1.499 -0.474 0.441
H -1.405 -2.304 0.771
H -3.044 1.775 0.035
H -3.573 0.230 0.014
H -2.412 0.692 -1.046
```

Summary:
Total charge: +1
Highest occupied orbital energy: -14.12 eV
E_LUMO: -5.37 eV
Kohn-Sham gap: 0.322 Eh



#2
DFT (the ωB97M-V functional and the def2-TZVPD basis) results for C3H10N3 as an isolated structure.

```
16
C3H10N3 | the OMol25 dataset | the ωB97M-V functional and the def2-TZVPD basis
C -1.164 -0.209 0.280
C 1.619 -0.776 0.319
C 0.873 1.219 -0.924
N -1.407 -1.473 0.253
N -1.819 0.842 0.365
N 0.669 0.429 0.276
H 2.508 -0.176 0.732
H 1.967 -1.143 -0.662
H 1.215 -1.455 0.989
H 0.152 2.022 -0.830
H 0.781 0.592 -1.831
H 1.885 1.539 -0.673
H -2.312 -1.909 0.640
H -0.664 -2.187 0.425
H -2.824 0.865 0.484
H -1.479 1.819 0.158
```

Summary:
Total charge: +1
Highest occupied orbital energy: -13.75 eV
E_LUMO: -3.61 eV
Kohn-Sham gap: 0.373 Eh



Referenced to the most stable arrangement, the calculated values in kcal/mol are #1 4.2; #2 0.0.



#1
DFT (the ωB97M-V functional and the def2-TZVPD basis) results for an isolated molecule of C2H5N3S.

```
11
C2H5N3S | the OMol25 dataset | the ωB97M-V functional and the def2-TZVPD basis
C -2.910 -0.400 0.161
N -1.787 0.284 -0.154
N -0.640 -0.413 -0.276
C 0.618 0.289 -0.070
N 0.723 1.673 0.071
S 1.968 -0.727 0.069
H -2.874 -1.432 0.556
H -3.960 0.012 0.499
H -0.476 -1.406 -0.317
H -0.177 2.098 -0.314
H 1.674 2.212 0.444
```

Summary:
Total charge: 0
Highest occupied orbital energy: -8.33 eV
E_LUMO: 0.28 eV
Kohn-Sham gap: 0.316 Eh



#2
DFT (the ωB97M-V functional and the def2-TZVPD basis) results for an isolated molecule of C2H5N3S.

```
11
C2H5N3S | the OMol25 dataset | the ωB97M-V functional and the def2-TZVPD basis
H 1.029 1.129 2.618
N 0.165 1.049 2.109
C 0.444 0.387 1.050
N 1.675 -0.201 0.749
S -0.902 0.129 -0.037
N 0.016 -0.517 -1.410
C -0.744 -0.913 -2.351
H 1.860 -0.261 -0.261
H 2.426 0.103 1.400
H -0.242 -1.279 -3.241
H -1.836 -0.924 -2.253
```

Summary:
Total charge: 0
Highest occupied orbital energy: -8.90 eV
E_LUMO: 0.84 eV
Kohn-Sham gap: 0.358 Eh



Referenced to the most stable arrangement, the calculated values in kcal/mol are #1 32.6; #2 0.0.



#1
DFT (the ωB97M-V functional and the def2-TZVPD basis) results for a 2-piece molecular cluster, C2H5N3S overall.

```
11
C2H5N3S | the OMol25 dataset | the ωB97M-V functional and the def2-TZVPD basis
H 0.166 -1.389 -1.400
N 0.965 -0.842 -1.809
N 1.798 -0.333 -1.160
C 1.710 -0.366 0.376
H 2.710 -0.678 0.766
H 1.461 0.727 0.600
H 0.986 -1.085 0.794
N -2.204 1.601 0.847
C -2.531 0.611 0.289
S -2.547 -0.443 -0.846
H -2.515 2.197 1.544
```

Summary:
Total charge: 0
Highest occupied orbital energy: -8.40 eV
E_LUMO: 0.36 eV
Kohn-Sham gap: 0.322 Eh



#2
DFT (the ωB97M-V functional and the def2-TZVPD basis) results for an isolated molecule of C2H5N3S.

```
11
C2H5N3S | the OMol25 dataset | the ωB97M-V functional and the def2-TZVPD basis
N -2.675 -0.186 -0.079
N -1.350 -0.575 -0.128
C -0.479 0.297 -0.078
C 0.915 -0.169 -0.057
N 1.983 0.517 -0.065
S 3.386 -0.389 -0.011
H -3.282 -0.946 0.297
H -2.912 0.682 0.436
H -0.672 1.373 -0.062
H 0.935 -1.260 -0.088
H 4.151 0.655 -0.163
```

Summary:
Total charge: 0
Highest occupied orbital energy: -8.50 eV
E_LUMO: 0.57 eV
Kohn-Sham gap: 0.333 Eh



Referenced to the most stable arrangement, the calculated values in kcal/mol are #1 14.7; #2 0.0.



#1
DFT (the ωB97M-V functional and the def2-TZVPD basis) results for an isolated molecule of CH5NOS.

```
9
CH5NOS | the OMol25 dataset | the ωB97M-V functional and the def2-TZVPD basis
C -0.111 1.480 -0.298
S -0.817 0.123 0.056
N -0.223 -1.435 -0.358
O -2.207 -0.116 -0.173
H -0.465 2.015 -1.122
H 0.935 1.370 -0.258
H -0.218 -0.299 1.272
H 0.715 -1.500 -0.334
H -0.504 -1.924 -1.204
```

Summary:
Total charge: 0
Highest occupied orbital energy: -9.08 eV
E_LUMO: 0.69 eV
Kohn-Sham gap: 0.359 Eh



#2
DFT (the ωB97M-V functional and the def2-TZVPD basis) results for an isolated molecule of CH5NOS.

```
9
CH5NOS | the OMol25 dataset | the ωB97M-V functional and the def2-TZVPD basis
N -0.920 0.494 0.969
S -1.040 -0.894 -0.044
C 0.762 -0.604 -0.671
O 0.981 0.508 -1.342
H -1.781 1.151 0.808
H -0.859 0.250 1.951
H 0.818 -1.509 -1.220
H 1.275 -0.718 0.376
H 0.765 1.321 -0.827
```

Summary:
Total charge: 0
Highest occupied orbital energy: -8.84 eV
E_LUMO: 0.67 eV
Kohn-Sham gap: 0.349 Eh



Referenced to the most stable arrangement, the calculated values in kcal/mol are #1 64.1; #2 0.0.



#1
DFT (the ωB97M-V functional and the def2-TZVPD basis) results for a 2-piece molecular cluster, CH5NOS overall.

```
9
CH5NOS | the OMol25 dataset | the ωB97M-V functional and the def2-TZVPD basis
C 0.770 0.879 -0.089
N 0.218 -1.651 -0.282
O -2.525 0.857 -0.351
S -0.463 -0.401 0.174
H 0.869 1.772 0.514
H 1.728 0.438 -0.201
H 0.612 1.289 -1.032
H -0.375 -2.532 -0.280
H -0.834 -0.651 1.547
```

Summary:
Total charge: 0
Highest occupied orbital energy (spin up / spin down): -8.63 / -8.80 eV
E_LUMO (spin up / spin down): -1.56 / -0.40 eV
Kohn-Sham gap (spin up / spin down): 0.260 / 0.309 Eh



#2
DFT (the ωB97M-V functional and the def2-TZVPD basis) results for a 2-piece molecular cluster, CH5NOS overall.

```
9
CH5NOS | the OMol25 dataset | the ωB97M-V functional and the def2-TZVPD basis
C -0.033 1.375 0.198
N 1.038 -1.727 0.306
O -1.749 -0.429 -1.033
S -1.068 -0.154 0.238
H -0.548 2.202 -0.020
H 0.571 1.258 -0.678
H 0.471 1.452 1.178
H 0.166 -2.172 0.548
H 1.152 -1.806 -0.738
```

Summary:
Total charge: 0
Highest occupied orbital energy (spin up / spin down): -8.97 / -10.02 eV
E_LUMO (spin up / spin down): -0.57 / -0.79 eV
Kohn-Sham gap (spin up / spin down): 0.308 / 0.339 Eh



Referenced to the most stable arrangement, the calculated values in kcal/mol are #1 99.9; #2 0.0.



#1
DFT (the ωB97M-V functional and the def2-TZVPD basis) results for an isolated molecule of CH5NOS.

```
9
CH5NOS | the OMol25 dataset | the ωB97M-V functional and the def2-TZVPD basis
C 0.350 -0.352 -1.074
S -0.051 0.464 0.473
N -0.080 -0.637 1.512
O -1.338 1.109 0.189
H -0.580 -0.969 -1.212
H 0.402 0.393 -1.936
H 1.075 -1.218 -1.015
H 0.743 1.688 0.626
H -0.522 -0.478 2.436
```

Summary:
Total charge: 0
Highest occupied orbital energy: -9.98 eV
E_LUMO: 0.48 eV
Kohn-Sham gap: 0.384 Eh



#2
DFT (the ωB97M-V functional and the def2-TZVPD basis) results for a 2-piece molecular cluster, CH5NOS overall.

```
9
CH5NOS | the OMol25 dataset | the ωB97M-V functional and the def2-TZVPD basis
N -1.883 -0.528 -0.213
C -3.013 -1.136 0.288
O -3.675 -1.992 -0.225
H -1.209 -0.992 -0.790
H -1.613 0.339 0.223
H -3.214 -0.546 1.192
S 3.713 1.548 0.129
H 3.323 1.943 -1.062
H 4.709 0.827 -0.411
```

Summary:
Total charge: 0
Highest occupied orbital energy: -10.04 eV
E_LUMO: 0.57 eV
Kohn-Sham gap: 0.390 Eh



Referenced to the most stable arrangement, the calculated values in kcal/mol are #1 60.5; #2 0.0.



#1
DFT (the ωB97M-V functional and the def2-TZVPD basis) results for an isolated molecule of CH2N2O2S.

```
8
CH2N2O2S | the OMol25 dataset | the ωB97M-V functional and the def2-TZVPD basis
C 0.135 -1.612 -1.012
N -0.499 -2.549 -0.795
N -0.624 0.908 0.786
O 1.837 -0.370 0.338
O -0.256 0.931 -0.563
S 1.073 -0.099 -0.884
H -1.615 1.150 0.804
H -0.052 1.641 1.327
```

Summary:
Total charge: 0
Highest occupied orbital energy: -10.48 eV
E_LUMO: 0.12 eV
Kohn-Sham gap: 0.390 Eh



#2
DFT (the ωB97M-V functional and the def2-TZVPD basis) results for an isolated molecule of CH2N2O2S.

```
8
CH2N2O2S | the OMol25 dataset | the ωB97M-V functional and the def2-TZVPD basis
C 0.449 -0.493 0.635
N 0.710 -0.875 1.793
N -0.818 -0.254 0.196
O -1.185 0.348 3.569
O -1.766 -0.455 1.215
S -1.142 -0.823 2.691
H 1.104 -0.371 -0.120
H -0.979 0.648 -0.211
```

Summary:
Total charge: 0
Highest occupied orbital energy: -10.00 eV
E_LUMO: 0.21 eV
Kohn-Sham gap: 0.375 Eh



Referenced to the most stable arrangement, the calculated values in kcal/mol are #1 11.5; #2 0.0.